An isolated molecule of C3H2BrFN2, computed with the ωB97M-V functional and the def2-TZVPD basis.

Each line ends with the Mulliken charge.
Cartesian coordinates (Å):
C1 0.095 1.311 -0.222  0.044
C2 1.015 -0.741 0.149  0.084
C3 -1.045 0.678 -0.287  -0.079
N1 1.219 0.545 0.020  -0.531
N2 -0.223 -1.151 0.292  -0.126
F1 -0.629 -2.328 -0.173  -0.155
Br1 -2.856 0.622 0.016  -0.017
H1 0.519 2.354 -0.237  0.398
H2 1.905 -1.290 0.443  0.382

Forces on atoms 1 to 2 (eV/Å):
2.1563 1.1465 0.5385
1.5422 1.2104 0.5262

Values from the calculation:
- HOMO level: -9.046 eV
- Gap between HOMO and LUMO: 0.323 Eh
- LUMO energy: -0.3 eV
- ΔE to the lowest compared entry with this formula, charge and spin: 318.2 kJ/mol
- Net charge: 0

***

A structure of composition C3H2BrNO2, computed with the ωB97M-V functional and the def2-TZVPD basis.

Each line ends with the Mulliken charge.
Cartesian coordinates (Å):
C1 1.182 -0.469 0.735  0.190
C2 -0.082 1.124 -0.085  0.460
C3 -0.739 -0.158 -0.650  0.123
N1 1.002 0.816 0.623  -0.598
O1 -0.471 2.216 -0.315  -0.481
O2 0.460 -1.295 0.081  -0.404
Br1 -2.442 -0.701 -0.021  -0.029
H1 1.840 -1.058 1.257  0.456
H2 -0.750 -0.476 -1.626  0.284

Forces on atoms 1 to 2 (eV/Å):
-1.8879 1.9195 -1.8543
-0.4480 -1.2709 -1.1020

Values from the calculation:
- HOMO level: -10.430 eV
- Gap between HOMO and LUMO: 0.374 Eh
- LUMO energy: -0.2 eV
- ΔE to the lowest compared entry with this formula, charge and spin: 122.2 kJ/mol
- Net charge: 0

***

A cluster of 2 separate species, C3H2BrO2 in total, computed with the ωB97M-V functional and the def2-TZVPD basis.

Each line ends with the Mulliken charge.
Cartesian coordinates (Å):
C1 0.281 0.757 0.086  -0.643
C2 -0.851 1.062 -0.532  -0.337
C3 0.753 3.633 -0.293  0.648
O1 -0.337 3.824 0.022  -0.348
O2 1.835 3.579 -0.565  -0.345
Br1 -0.370 1.572 -2.618  -0.463
H1 1.346 1.022 -0.184  0.304
H2 0.265 0.489 1.226  0.184

Forces on atoms 1 to 2 (eV/Å):
2.1822 0.4177 2.0902
-0.6047 -0.6347 -0.2224

Values from the calculation:
- HOMO level: -3.342 eV
- Gap between HOMO and LUMO: 0.257 Eh
- LUMO energy: 3.7 eV
- ΔE to the lowest compared entry with this formula, charge and spin: 43.0 kJ/mol
- Net charge: -1

***

A structure of composition C3H2CdO3, computed with the ωB97M-V functional and the def2-TZVPD basis.

Each line ends with the Mulliken charge.
Cartesian coordinates (Å):
C1 -0.701 0.208 0.123  0.099
C2 0.713 0.053 -0.031  -0.100
O1 1.317 -0.975 0.861  -0.219
C3 1.771 0.109 1.322  0.587
O2 2.386 0.663 2.141  -0.277
O3 -1.404 0.662 -0.793  -0.519
H1 -1.136 -0.048 1.105  0.346
H2 1.200 0.131 -1.004  0.384
Cd1 -3.250 1.161 -1.295  0.700

Forces on atoms 1 to 2 (eV/Å):
0.6551 -0.0446 0.4494
0.6066 0.6094 0.3268

Values from the calculation:
- HOMO level (alpha / beta): -13.126 / -14.687 eV
- Gap between HOMO and LUMO (alpha / beta): 0.288 / 0.301 Eh
- Multiplicity: 2
- LUMO energy (alpha / beta): -5.3 / -6.5 eV
- ΔE to the lowest compared entry with this formula, charge and spin: 202.9 kJ/mol
- Net charge: +1

***

A structure of composition C3H2CeLiO3, computed with the ωB97M-V functional and the def2-TZVPD basis.

Each line ends with the Mulliken charge.
Cartesian coordinates (Å):
O1 0.272 0.360 2.446  -0.458
O2 0.448 0.766 -0.331  -0.227
C1 0.619 0.527 -1.649  -0.077
C2 -0.431 -0.063 0.435  -0.368
O3 -0.070 -0.403 -2.140  -0.584
C3 0.124 -0.606 1.598  -0.037
Li1 1.938 1.840 -2.591  1.006
H1 -0.248 -1.500 2.138  0.265
H2 -1.054 0.813 1.239  0.278
Ce1 -1.598 -1.734 -1.145  1.203

Forces on atoms 1 to 2 (eV/Å):
1.9659 -4.0144 -0.3774
1.1352 0.0668 -1.2633

Values from the calculation:
- HOMO level (alpha / beta): -9.647 / -11.133 eV
- Gap between HOMO and LUMO (alpha / beta): 0.214 / 0.260 Eh
- Multiplicity: 3
- LUMO energy (alpha / beta): -3.8 / -4.1 eV
- Net charge: +1

***

A structure of composition C3H2Cl2F24NO8P4S2V3, computed with the ωB97M-V functional and the def2-TZVPD basis.

Each line ends with the Mulliken charge.
Cartesian coordinates (Å):
V1 -2.320 -0.391 -0.604  1.049
V2 -0.264 -2.740 1.277  0.809
V3 0.852 0.620 0.723  0.746
P1 -1.270 -0.377 1.743  0.210
O1 -2.114 -1.630 1.190  -0.640
O2 -0.527 -0.900 0.360  1.849
O3 0.201 -0.818 2.214  -0.925
O4 -1.301 0.922 0.785  -0.593
P2 2.561 -2.724 -0.447  1.490
F1 1.027 -2.860 -0.971  -0.302
F2 2.335 -1.163 0.001  -0.176
F3 1.864 -3.188 1.046  -0.557
F4 3.985 -2.695 0.250  -0.395
F5 2.770 -4.275 -0.784  -0.356
F6 3.100 -2.276 -1.830  -0.327
P3 0.213 0.474 -2.964  1.349
F7 1.075 -0.804 -2.676  -0.287
F8 -0.212 -0.081 -4.392  -0.361
F9 -1.133 -0.370 -2.284  -0.425
F10 -0.743 1.736 -3.128  -0.408
F11 0.506 0.993 -1.403  -0.203
F12 1.455 1.273 -3.500  -0.321
P4 -5.102 -0.577 -1.360  1.396
F13 -6.293 0.295 -0.836  -0.351
F14 -4.077 0.737 -1.376  -0.400
F15 -4.555 -0.777 0.188  -0.361
F16 -3.703 -1.416 -1.812  -0.453
F17 -5.875 -1.947 -1.364  -0.343
F18 -5.451 -0.352 -2.876  -0.323
C1 5.055 1.076 0.809  0.676
F19 4.693 -0.144 1.203  -0.190
F20 5.080 1.883 1.858  -0.221
F21 6.259 1.000 0.248  -0.221
S1 3.857 1.657 -0.491  0.548
O5 4.468 2.757 -1.119  -0.516
O6 3.531 0.581 -1.348  -0.553
N1 2.482 1.961 0.504  -0.325
S2 2.408 3.596 0.482  0.804
O7 3.572 4.193 1.047  -0.582
O8 1.895 4.107 -0.740  -0.587
C2 1.038 3.999 1.672  0.544
F22 0.064 3.067 1.590  -0.267
F23 1.451 4.017 2.940  -0.226
F24 0.501 5.168 1.362  -0.216
C3 -4.751 -2.759 2.840  0.294
Cl1 -3.275 -3.556 3.407  -0.183
Cl2 -5.262 -1.466 3.920  -0.171
H1 -4.540 -2.319 1.873  -0.354
H2 -5.531 -3.506 2.774  0.352

Forces on atoms 1 to 2 (eV/Å):
3.0192 -0.3460 1.5547
0.9815 2.0697 -1.0734

Values from the calculation:
- HOMO level (alpha / beta): -6.148 / -8.018 eV
- Gap between HOMO and LUMO (alpha / beta): 0.221 / 0.298 Eh
- Multiplicity: 10
- LUMO energy (alpha / beta): -0.1 / 0.1 eV
- ΔE to the lowest compared entry with this formula, charge and spin: 168.8 kJ/mol
- Net charge: -1

***

An isolated molecule of C3H2Cl2F4, computed with the ωB97M-V functional and the def2-TZVPD basis.

Each line ends with the Mulliken charge.
Cartesian coordinates (Å):
F1 1.247 1.742 0.460  -0.244
C1 0.016 1.346 -0.051  0.137
F2 -0.938 1.551 0.886  -0.253
C2 0.004 -0.104 -0.592  0.462
F3 -1.105 -0.197 -1.395  -0.219
Cl1 1.580 -0.376 -1.497  -0.133
C3 -0.115 -1.144 0.559  0.022
F4 0.994 -1.185 1.362  -0.212
Cl2 -0.481 -2.829 -0.041  -0.145
H1 -0.252 2.026 -0.861  0.257
H2 -0.949 -0.832 1.170  0.327

Forces on atoms 1 to 2 (eV/Å):
-1.4976 -0.8022 -0.3110
0.8597 1.3111 -0.4108

Values from the calculation:
- HOMO level: -11.667 eV
- SMILES: FC(F)[C@@](F)(Cl)[C@H](F)Cl
- Gap between HOMO and LUMO: 0.451 Eh
- LUMO energy: 0.6 eV
- ΔE to the lowest compared entry with this formula, charge and spin: 0.0 kJ/mol
- Net charge: 0

***

An isolated molecule of C3H2Cl2FNO, computed with the ωB97M-V functional and the def2-TZVPD basis.

Each line ends with the Mulliken charge.
Cartesian coordinates (Å):
N1 -1.683 0.580 -0.229  -0.560
C1 -0.786 -0.449 -0.143  0.680
O1 -1.135 -1.608 -0.357  -0.597
C2 0.477 0.107 0.214  0.079
Cl1 0.830 1.874 -0.089  -0.227
C3 1.634 -0.612 0.072  0.308
F1 1.643 -1.844 0.117  -0.142
Cl2 3.181 0.053 -0.252  -0.119
H1 -1.473 1.514 0.436  0.275
H2 -2.689 0.386 0.231  0.302

Forces on atoms 1 to 2 (eV/Å):
-4.5136 3.9872 4.4129
-2.9492 -0.8251 0.5207

Values from the calculation:
- HOMO level: -9.979 eV
- SMILES: NC(=O)/C(Cl)=C(\F)Cl
- Gap between HOMO and LUMO: 0.363 Eh
- LUMO energy: -0.1 eV
- ΔE to the lowest compared entry with this formula, charge and spin: 174.2 kJ/mol
- Net charge: 0

***

A structure of composition C3H2Cl2N2, computed with the ωB97M-V functional and the def2-TZVPD basis.

Each line ends with the Mulliken charge.
Cartesian coordinates (Å):
C1 0.951 1.260 0.123  -0.169
C2 1.297 -0.098 -0.066  0.329
C3 -0.448 1.314 0.114  -0.244
N1 0.106 -0.757 -0.132  0.104
N2 -0.897 0.083 0.072  -0.331
Cl1 2.787 -0.935 -0.140  -0.154
Cl2 -2.590 -1.396 -0.166  -0.194
H1 -1.051 2.256 0.203  0.365
H2 -0.157 -1.728 -0.008  0.294

Forces on atoms 1 to 2 (eV/Å):
0.5958 -2.0893 -0.7254
-0.3777 1.2354 0.3244

Values from the calculation:
- HOMO level (alpha / beta): -9.468 / -9.711 eV
- Gap between HOMO and LUMO (alpha / beta): 0.374 / 0.264 Eh
- Multiplicity: 3
- LUMO energy (alpha / beta): 0.7 / -2.5 eV
- ΔE to the lowest compared entry with this formula, charge and spin: 0.0 kJ/mol
- Net charge: 0

***

A structure of composition C3H2Cl2O, computed with the ωB97M-V functional and the def2-TZVPD basis.

Each line ends with the Mulliken charge.
Cartesian coordinates (Å):
C1 2.535 -0.510 -0.124  0.587
C2 0.577 -0.159 -0.207  -0.377
C3 -0.765 -0.512 -0.051  -0.060
O1 3.042 -1.576 0.051  -0.376
Cl1 3.231 0.998 -0.327  -0.094
Cl2 -1.988 0.489 -0.544  -0.138
H1 0.701 0.944 -0.585  0.175
H2 -1.298 -1.442 0.421  0.284

Forces on atoms 1 to 2 (eV/Å):
-3.6576 -3.2968 0.9586
0.1405 2.1915 -0.6826

Values from the calculation:
- HOMO level: -9.648 eV
- Gap between HOMO and LUMO: 0.356 Eh
- LUMO energy: 0.0 eV
- ΔE to the lowest compared entry with this formula, charge and spin: 295.5 kJ/mol
- Net charge: 0